No. 1
Below is a molecular structure, C16H20BrClI2N5O6P, with properties calculated with wB97M-V/def2-TZVPD.

Energy relative to the best compared isomer or geometry (same formula, charge and spin) ... 0.0 kcal/mol
Gap between HOMO and LUMO ... 8.298 eV
Calculated total energy ... -144710.789 eV
Spin multiplicity ... 1

Structure (XYZ):
```
52
Properties=species:S:1:pos:R:3:forces:R:3
N -0.14796 7.00204 4.18030 0.0 0.0 0.0
H 1.55694 5.12553 2.18620 -0.2 0.2 0.2
H 5.14699 3.49350 -1.65528 0.2 -0.1 -0.2
H 0.10533 4.74241 3.05239 0.0 0.0 0.0
H 3.41027 1.51213 -2.30058 0.2 0.1 -0.1
I 2.27259 -4.21530 2.71916 -0.2 0.1 -0.2
C 2.02442 0.20880 -0.28688 -0.4 -0.1 -0.2
C 1.12174 -0.67294 0.32274 -0.1 0.2 -0.1
P -4.06145 -1.55795 -0.39901 -0.8 -0.1 -1.6
Cl -4.65553 -0.05412 0.89849 0.4 -0.3 0.3
N -2.36570 -1.18263 -0.69331 -0.9 0.3 1.5
H -4.52268 -4.35914 -1.59100 0.0 0.0 0.1
H -0.05868 1.83462 -2.43865 0.0 0.1 -0.1
H 2.08238 2.58505 -2.70266 -0.1 0.0 -0.2
N -5.05410 -4.88967 -2.25546 0.0 0.0 0.0
N 0.82358 5.40203 2.82157 0.1 0.0 0.0
H 4.97422 2.02691 -0.64683 0.1 -0.1 0.0
C 0.87042 6.67379 3.32285 0.0 0.0 0.0
H 1.86386 -4.43647 -0.24626 0.1 -0.1 -0.1
I 2.05895 -0.60702 3.17257 -0.1 -0.1 -0.3
O 3.33848 0.18647 0.10274 0.0 0.0 0.1
H -3.90511 -7.83101 -1.66262 0.0 0.0 0.0
C 1.60371 1.12648 -1.25988 -0.2 0.1 -0.3
H 5.00465 3.61793 0.09655 0.1 0.1 0.0
C 3.16975 3.18238 -0.94638 0.5 -0.1 -0.6
O -2.87189 0.79472 -1.80373 -0.8 0.6 -0.7
H -3.47908 -6.33828 -0.90087 0.0 0.0 0.0
N -4.02062 -6.83922 -1.57864 0.0 0.0 0.0
C -2.07323 0.08143 -1.30243 1.0 -1.0 0.2
H 0.21913 -3.93030 -0.03228 -0.2 0.1 -0.1
C 1.55984 -1.60344 1.37820 0.3 0.2 0.6
C 1.24005 -3.56047 -0.09003 0.4 -0.7 0.2
C -0.19501 -0.61996 -0.11832 0.0 -0.1 0.2
O -5.58301 -6.87291 -3.22321 0.0 0.0 0.0
H -3.67808 -2.72976 1.38995 0.4 -0.3 -0.1
C -1.39723 -1.40426 0.31068 0.9 0.4 -0.6
C 4.68024 3.06077 -0.77552 -0.4 0.1 0.3
H 1.38940 -2.90616 -0.94085 -0.2 0.2 -0.1
O 1.75132 7.46052 3.02937 0.0 0.0 0.0
H 2.99359 4.13024 -1.43552 -0.3 0.3 0.2
H -0.14193 7.92774 4.56393 0.0 0.0 0.0
C 2.58649 2.08877 -1.88197 -0.3 -0.2 0.5
H -0.88313 6.37189 4.43582 0.0 0.0 0.0
O -3.98627 -2.90157 0.48470 0.0 0.6 0.4
C -0.61681 0.26490 -1.08691 0.5 0.4 -0.2
C 1.62537 -2.91673 1.20536 0.1 0.2 0.1
Br 2.27129 3.31691 0.77420 0.0 -0.3 -0.1
O -1.54527 -2.03276 1.31476 -0.2 -0.5 0.5
H 3.87232 -0.24146 -0.57541 0.1 0.0 0.0
C -4.93270 -6.24292 -2.41078 0.0 0.0 0.1
C 0.27131 1.14540 -1.67707 0.1 -0.1 0.3
H -5.71318 -4.41692 -2.84422 0.0 0.0 0.0
```
Positions in Å, forces in eV/Å.

=====

No. 2
Below is a molecular structure, C16H20Cl2I2N5O3Sn, with properties calculated with wB97M-V/def2-TZVPD.

Energy relative to the best compared isomer or geometry (same formula, charge and spin) ... 13.6 kcal/mol
Net charge ... +1
Gap between HOMO and LUMO ... 8.031 eV
Calculated total energy ... -77585.391 eV
Spin multiplicity ... 1

Structure (XYZ):
```
49
Properties=species:S:1:pos:R:3:forces:R:3
C 3.68726 -1.36921 3.80934 0.1 0.0 0.0
C -2.16542 0.06191 -3.47384 0.0 -0.1 -0.1
H -3.21810 1.88045 -3.88134 0.0 0.0 0.0
C -0.50069 -1.85675 -3.08796 -0.1 0.1 0.0
N -3.55943 0.62584 -0.71241 0.0 0.0 -0.1
O 0.44719 -2.28869 -2.31639 0.3 0.0 0.0
N -2.36279 2.44151 0.09913 -0.3 -0.1 -0.2
H -3.85217 -0.32550 -0.55565 0.0 0.0 0.0
Cl 3.12414 0.83049 5.93072 0.0 0.0 0.0
H -2.02638 2.05989 -2.63412 0.0 0.0 0.0
O 0.70687 0.49513 0.57649 0.1 0.3 0.0
N -2.31119 0.43987 1.21762 -0.1 -0.2 0.1
O -0.81432 -2.30444 -4.16240 -0.1 0.0 0.0
H -0.64734 0.86899 -1.16450 0.0 0.0 0.0
C 3.33508 -2.29368 1.63314 0.1 -0.2 0.2
I 4.00807 -2.85862 -1.79377 0.0 -0.1 -0.2
H -2.84909 3.07942 -0.50594 0.0 0.0 -0.1
H -4.72761 0.63391 -2.40070 0.0 0.0 0.0
C -2.76210 1.16713 0.20387 0.2 0.3 0.0
H 1.24808 2.48694 4.60498 0.0 0.0 0.0
H -4.39144 2.22207 -1.78060 0.1 0.0 -0.1
H -1.75669 2.83041 0.81057 -0.1 -0.2 -0.2
C 2.42443 0.73263 4.35460 0.0 0.0 -0.1
C -2.79449 1.37856 -3.00923 0.0 0.0 0.0
H -1.59142 0.23425 -4.38712 0.0 0.1 0.0
C 0.95195 1.59573 2.66450 0.0 0.1 0.3
C 1.25792 0.60272 1.77295 -0.2 0.0 -0.2
N 2.51088 -1.32931 1.29640 -0.3 -0.2 0.3
C 2.79085 -0.33126 3.48052 -0.1 0.1 0.1
H -1.84879 -1.07897 -1.65579 -0.1 -0.1 0.0
C 2.99569 -1.00036 -1.64251 -0.5 0.3 -0.1
H 0.27312 0.73289 -2.50649 0.0 0.0 0.0
H -1.62056 0.84006 1.83621 -0.1 0.0 0.0
H 2.77301 -0.69999 -2.66380 0.1 0.0 0.0
H 3.67844 -0.28659 -1.19282 -0.1 0.0 0.2
H 4.62660 -3.16064 3.11959 0.0 0.0 0.0
Cl -0.20733 2.83360 2.24104 0.5 0.2 0.4
I -0.56640 -2.83304 0.67931 -0.1 0.0 0.3
H 3.51816 -3.05885 0.89060 0.0 0.0 0.1
C -3.93094 1.25380 -1.99258 0.0 -0.1 0.1
C 1.53043 1.67609 3.94888 0.0 -0.1 0.0
Sn 1.09990 -1.16473 -0.62747 0.7 -0.2 -0.4
N -0.26115 0.19927 -1.82262 0.1 0.3 0.0
C -1.26753 -0.65237 -2.47590 -0.1 -0.1 0.0
C 3.94979 -2.34948 2.89520 0.0 0.1 0.0
H -2.33137 -0.57062 1.16793 0.1 0.0 0.0
H 4.15491 -1.37523 4.78338 0.0 0.0 0.0
C 2.21109 -0.36685 2.20247 0.1 0.0 0.0
H -2.93909 -0.64841 -3.77348 0.0 0.0 0.0
```
Positions in Å, forces in eV/Å.

=====

No. 3
Below is a molecular structure, C16H20Cl5FeN2P2, with properties calculated with wB97M-V/def2-TZVPD.

Energy relative to the best compared isomer or geometry (same formula, charge and spin) ... 11.3 kcal/mol
Net charge ... +1
Gap between HOMO and LUMO (alpha / beta) ... 8.215 / 8.210 eV
Calculated total energy ... -135467.988 eV
Spin multiplicity ... 1

Structure (XYZ):
```
46
Properties=species:S:1:pos:R:3:forces:R:3
H -0.18711 1.80090 -2.37879 0.0 0.0 -0.1
C 3.52366 -0.23849 0.65069 0.0 0.0 0.1
C 2.17244 -2.81859 1.08488 0.0 -0.1 0.0
H 0.18136 3.21986 1.66497 0.0 0.0 0.0
C 5.58316 1.46467 1.40550 0.0 0.0 0.0
C 5.81970 0.10076 1.27206 0.0 0.0 0.0
H -1.46754 0.90238 -2.96794 0.2 0.1 -0.3
N -0.86476 1.08331 -2.17590 -0.4 -0.1 0.3
Cl -3.85372 0.81463 3.35815 0.0 0.0 0.0
H 2.69177 -0.92507 -2.16472 0.0 0.0 0.0
Cl -2.49416 0.15182 6.11997 0.0 0.0 0.0
C -0.22649 -0.24095 4.69084 0.0 0.0 0.0
H 6.80528 -0.29828 1.47116 0.0 0.0 0.0
Cl 2.20279 -0.64207 3.60222 0.0 0.2 0.1
H 3.16917 -3.25891 1.05402 0.0 0.0 0.0
N -0.18354 -0.11448 -1.75777 0.0 0.0 0.1
C 1.80834 2.80442 -0.98973 0.0 0.1 0.0
C 1.21207 2.88228 1.78414 0.0 0.0 0.0
H 1.87303 3.74895 1.76097 0.0 0.0 0.0
H -0.87914 -0.85725 -1.80700 0.0 0.0 0.1
C 0.50046 -0.30123 3.49701 0.0 0.0 0.0
C -2.20126 0.37239 3.45295 0.0 0.0 0.0
C -0.07802 -0.05979 2.25391 0.1 0.0 0.2
Cl 0.53233 -0.56027 6.19689 0.0 0.0 0.0
H 3.52549 -2.32236 -1.48924 0.0 0.0 0.0
Cl -2.07905 0.72608 0.73590 0.3 0.0 -0.1
H 1.81970 -2.46282 -1.92915 0.0 0.0 0.0
H 6.38459 2.12463 1.70921 0.0 0.0 0.0
P 2.10207 -1.25368 0.17064 -0.1 -0.1 0.0
Fe 0.26339 -0.02673 0.30473 -0.2 0.0 -0.3
H 4.14868 3.04367 1.26543 0.0 0.0 0.0
H 1.30307 2.37844 2.74529 0.0 0.0 0.0
C -1.41340 0.28827 2.31868 -0.1 0.0 0.1
P 1.59712 1.71101 0.45513 -0.1 0.0 0.0
C -1.58635 0.08608 4.66967 0.0 0.0 0.0
C 3.28620 1.12912 0.77820 0.0 0.0 0.0
H 4.98916 -1.81179 0.79842 0.0 0.0 0.0
H 2.61729 3.51504 -0.81663 0.0 0.0 0.0
C 2.57285 -1.79166 -1.51215 0.0 0.0 0.0
H 2.05560 2.21891 -1.87695 0.0 0.0 0.0
H 0.53044 -0.38222 -2.43306 0.0 0.0 0.1
H 0.89175 3.37097 -1.16337 0.0 0.0 0.0
H 1.47600 -3.51316 0.61196 0.0 0.0 0.0
C 4.32214 1.97987 1.15458 0.0 0.0 0.0
H 1.87432 -2.66906 2.11928 0.0 0.0 -0.1
C 4.79489 -0.75014 0.89142 0.0 0.0 0.0
```
Positions in Å, forces in eV/Å.

=====

No. 4
Below is 2 unconnected molecules or ions with the total composition C16H20ClF3O5, with properties calculated with wB97M-V/def2-TZVPD.

SMILES ... CC[C@H](Cl)C1=CC(=O)C(CCC(F)(F)F)=CC1=O.CCOC(=O)OC
Gap between HOMO and LUMO ... 8.705 eV
Calculated total energy ... -47829.443 eV
Spin multiplicity ... 1

Structure (XYZ):
```
45
Properties=species:S:1:pos:R:3:forces:R:3
H 3.07939 -0.56868 2.23061 0.0 0.0 -0.2
H -2.44268 -1.59391 -2.59563 0.0 0.0 0.0
C 0.83365 1.55254 0.56854 -0.2 -0.3 0.0
C 0.38746 -1.45893 -3.17411 0.1 0.0 -0.1
C 3.64343 1.49604 2.09766 0.2 -0.1 0.2
H 1.00550 -1.48654 2.19194 -0.1 0.1 -0.1
C -1.43470 0.57406 0.71489 -0.2 -0.1 0.1
O 1.50548 2.45458 0.13903 0.5 0.5 -0.1
H 5.66892 1.04276 1.43586 -0.1 -0.1 0.2
O 0.00014 -0.53283 -2.50502 -0.1 -0.1 0.1
H -3.11202 0.80693 -0.58718 0.1 -0.1 0.1
H -3.04288 -2.98270 -1.67708 0.0 0.0 0.0
F -3.21339 0.54426 3.37282 0.3 -0.1 0.1
H -1.00786 2.43096 -0.20414 0.2 -0.1 0.1
F -4.79393 2.00197 3.35539 -0.2 0.4 0.2
H 0.95833 0.59086 -4.78879 0.0 0.0 0.0
F -5.08982 0.08706 2.42248 -0.2 -0.2 -0.1
O -1.50603 -1.57894 1.69535 0.0 0.0 0.0
C -2.33640 -2.66788 -2.44551 0.0 0.1 -0.1
C -0.83363 -0.61230 1.40391 -0.1 0.0 -0.1
C -0.92767 -3.02025 -2.02150 -0.2 -0.1 0.2
H 3.15392 1.74460 3.05028 0.0 0.0 -0.2
H -4.54220 2.01844 0.77979 0.1 -0.1 0.1
C 1.42792 0.39234 1.31258 0.1 -0.1 0.1
Cl 3.62533 -0.23453 -0.04342 0.1 0.0 0.1
H -0.83302 -4.09022 -1.84750 0.1 0.0 -0.1
H -0.63965 -2.50074 -1.11021 0.0 0.1 0.0
C -0.62846 1.56156 0.33335 -0.1 0.0 0.0
C 0.62261 -0.60101 1.68495 -0.1 -0.1 0.2
C -4.19238 1.06194 2.61968 0.1 0.1 -0.2
H 3.53323 2.34208 1.42066 -0.1 -0.1 0.0
C 5.13162 1.23881 2.36874 -0.1 0.2 -0.1
O 1.26810 -1.36872 -4.17143 0.0 0.0 0.1
H 5.57506 2.12942 2.82502 0.0 -0.1 0.0
H 2.16985 0.38469 -3.50089 0.0 0.0 0.0
H 2.53535 -0.14802 -5.16190 0.0 -0.1 0.0
C -3.67556 1.62820 1.32368 0.1 0.0 -0.3
H -3.02816 2.47699 1.56960 -0.1 -0.1 0.0
C 2.91735 0.27037 1.54682 -0.1 0.3 -0.1
H -3.31805 -0.41461 0.68912 0.0 0.1 -0.2
H 5.28386 0.40174 3.05919 0.0 0.1 -0.2
C 1.75742 -0.04536 -4.41133 0.1 0.1 0.0
H -2.59026 -3.17202 -3.37866 0.0 0.0 0.0
C -2.92517 0.57969 0.46597 0.0 0.2 0.3
O 0.03002 -2.73470 -3.05356 0.0 0.1 0.0
```
Positions in Å, forces in eV/Å.